Molecular formula: C3H4FNO
Method: DFT, ωB97M-V with the def2-TZVPD basis set

Geometry as XYZ:
```
10
Properties=species:S:1:pos:R:3:forces:R:3:nbo_charge:R:1
F -2.232 1.072 0.048 -0.3177 0.5014 -0.0623 -0.3208
H 2.014 0.482 -1.543 3.0894 -1.0504 -3.2699 0.3262
H 0.083 1.021 1.117 0.1915 2.2033 0.8476 0.2343
C 0.049 0.038 0.829 -4.1650 -1.5171 -3.4453 -0.4947
H 0.056 -0.676 1.565 -0.1836 -1.5018 1.9636 0.2193
C -1.654 -0.111 0.048 4.0801 0.1365 2.0459 0.8939
C 0.994 -0.238 -0.247 1.2419 -0.9443 -1.0218 0.0956
N 1.342 0.745 -0.948 -2.4098 1.8152 2.3653 -0.5904
O -2.127 -1.090 -0.369 -0.4654 -0.5569 -0.3820 -0.5345
H 1.475 -1.244 -0.500 -1.0614 0.9141 0.9589 0.1711
```
Positions in Å, forces in eV/Å.

Its orbital gap is 11.12 eV. As for the structure (SMILES): [H]/N=C/CC(=O)F. The total charge is 0. The energy above the lowest of the compared OMol25 structures with the same formula, charge and spin is 34.4 kcal/mol. Its HOMO energy is -10.4 eV.


Molecular formula: C5H8N2
Method: DFT, ωB97M-V with the def2-TZVPD basis set

Geometry as XYZ:
```
15
Properties=species:S:1:pos:R:3:forces:R:3:nbo_charge:R:1
H 1.549 2.019 -0.068 0.0468 -0.1927 -0.1618 0.2189
C -0.321 0.692 -0.236 0.0522 0.1147 0.1823 0.0552
C -0.704 -1.404 0.582 -0.0694 -0.5762 0.0928 -0.2677
C 1.750 -0.134 0.197 -0.3067 0.2193 0.1958 -0.2105
C 0.750 -1.249 0.087 0.0422 -0.1675 0.1922 -0.1141
H 1.140 -2.223 -0.207 -0.0987 0.2141 -0.1569 0.2106
H -0.586 0.657 0.842 -0.2193 0.6028 -0.2841 0.1409
C 1.150 1.012 -0.129 0.0911 -0.1921 0.1320 -0.1842
N -1.219 1.521 -0.996 -0.0556 0.1204 0.0156 -0.8102
H 2.797 -0.279 0.449 -0.2758 -0.0185 0.0519 0.2225
H -1.421 -0.842 1.183 0.9581 -0.1886 0.5400 0.2041
H -1.331 2.394 -0.487 -0.0505 0.0243 -0.2174 0.3528
H -2.126 1.056 -0.954 0.0916 0.1929 -0.2214 0.3603
H -1.011 -2.437 0.540 -0.0861 -0.2546 -0.3811 0.1973
N -0.387 -0.728 -0.678 -0.1199 0.1018 0.0204 -0.3757
```
Positions in Å, forces in eV/Å.

Its orbital gap is 9.52 eV. As for the structure (SMILES): N[C@@H]1C=C[C@H]2CN12. The total charge is 0. The energy above the lowest of the compared OMol25 structures with the same formula, charge and spin is 73.7 kcal/mol. Its HOMO energy is -8.5 eV.